(1)
17
Properties=species:S:1:pos:R:3:forces:R:3:nbo_charge:R:1 method="wB97M-V/def2-TZVPD" total_charge=+1 spin_multiplicity=2 gap_ev="9.79 / 7.03" lumo_ev="-4.73 / -7.74"
C -2.308 1.756 -0.198 0.15 0.36 0.15 -0.59
C -1.794 0.300 -0.305 -0.73 1.15 0.78 -0.49
C 2.790 -1.053 1.027 -0.39 -0.09 -0.34 -0.18
C 1.736 -1.041 0.110 0.29 0.51 -0.10 0.39
O 1.959 -1.321 -1.167 -0.37 -0.43 0.27 -0.59
C 0.434 -0.584 0.493 0.21 -0.36 0.08 -0.29
C -0.334 0.211 -0.295 0.22 -1.20 -1.20 0.10
H -1.773 2.359 0.532 -0.04 -0.16 0.20 0.22
H -2.241 2.281 -1.134 0.29 0.11 -0.53 0.22
H -3.362 1.771 0.038 -0.25 -0.19 0.28 0.24
H -2.203 -0.016 -1.267 0.41 -0.52 -0.09 0.27
H -2.242 -0.291 0.490 0.09 -0.19 -0.01 0.23
H 3.777 -1.208 0.612 0.21 0.00 0.39 0.22
H 2.614 -0.725 2.040 0.17 -0.29 0.12 0.24
H 2.628 -2.023 -1.257 0.18 0.52 -0.19 0.52
H 0.114 -1.075 1.411 -0.27 0.51 0.14 0.26
H 0.206 0.659 -1.129 -0.18 0.24 0.04 0.22

(2)
18
Properties=species:S:1:pos:R:3:forces:R:3:nbo_charge:R:1 method="wB97M-V/def2-TZVPD" total_charge=0 gap_ev=7.65 lumo_ev=0.33
C 1.271 -0.466 -1.809 -0.05 -0.50 0.03 -0.62
C 1.725 -0.044 0.666 -0.18 0.14 0.00 -0.63
C -0.581 0.087 -0.242 2.36 2.07 -1.46 0.29
C -1.176 0.783 1.026 -0.70 -3.22 -1.47 0.13
C 0.735 -0.139 -0.449 -0.85 0.17 -0.10 -0.14
C -1.232 -0.440 1.627 -1.20 1.17 2.39 -0.29
O -1.467 -0.031 -1.296 -0.21 -0.02 0.60 -0.69
O -2.394 1.410 0.794 0.35 0.17 0.31 -0.70
H -2.358 0.181 -0.979 0.23 -0.02 -0.03 0.49
H -2.219 2.170 0.229 -0.02 0.10 0.13 0.49
H 1.819 -1.415 -1.784 0.01 0.03 -0.17 0.20
H 1.981 0.306 -2.130 -0.08 -0.05 0.04 0.21
H 0.473 -0.541 -2.547 0.13 -0.01 0.01 0.23
H 2.677 0.337 0.294 0.04 0.01 0.07 0.21
H 1.915 -1.025 1.119 0.07 0.00 -0.01 0.20
H 1.358 0.608 1.461 0.09 0.10 0.03 0.22
H -2.155 -0.770 2.092 -0.30 -0.08 0.25 0.19
H -0.372 -1.012 1.926 0.32 -0.06 -0.64 0.22

(3)
18
Properties=species:S:1:pos:R:3:forces:R:3:nbo_charge:R:1 method="wB97M-V/def2-TZVPD" total_charge=0 gap_ev=8.90 lumo_ev=0.84
C 0.120 -1.956 1.064 0.04 0.07 -0.28 -0.64
C 0.716 0.453 1.691 -0.12 0.04 -0.11 -0.66
C -0.494 -0.069 -0.414 -0.91 0.13 0.89 0.28
C 0.519 1.341 -1.358 0.74 0.98 -0.66 0.16
C 0.094 -0.499 0.716 -0.17 -0.02 -0.31 0.03
C -0.786 1.449 -0.692 0.68 -1.03 -0.46 -0.56
O -1.056 -0.952 -1.299 -0.08 0.09 -0.16 -0.69
O 0.324 1.099 -2.686 -0.36 -0.07 0.45 -0.72
H -1.142 -0.504 -2.153 0.08 -0.11 0.07 0.49
H 1.175 0.903 -3.100 -0.09 0.07 0.29 0.50
H -0.495 -2.142 1.946 -0.01 0.00 0.07 0.22
H 1.137 -2.270 1.299 0.07 -0.05 0.05 0.22
H -0.259 -2.558 0.243 -0.01 -0.09 0.02 0.24
H 1.291 -0.093 2.436 0.03 0.01 0.03 0.22
H -0.045 1.035 2.216 -0.02 0.04 0.07 0.22
H 1.373 1.151 1.173 0.04 0.06 -0.03 0.25
H -1.676 1.595 -1.310 0.02 -0.12 0.07 0.22
H -0.796 2.016 0.230 0.07 0.00 0.00 0.24

(4)
18
Properties=species:S:1:pos:R:3:forces:R:3:nbo_charge:R:1 method="wB97M-V/def2-TZVPD" smiles="C=C[C@H]1C[C@@]1(O)CO" total_charge=0 gap_ev=10.40 lumo_ev=0.95
C -0.071 -1.577 -0.234 0.25 2.86 1.18 -0.07
C 0.374 -0.230 -0.918 -1.53 -1.97 0.11 0.23
C 1.443 0.697 -0.511 5.01 -2.36 0.21 -0.44
C 0.151 1.164 -0.391 -4.34 -0.13 2.59 -0.29
C -0.411 1.165 1.059 -1.86 0.68 -2.03 -0.15
C -1.625 0.680 1.380 -0.60 -0.97 -0.47 -0.44
H -0.365 -0.952 1.534 -0.69 0.63 0.79 0.48
H -1.148 -1.727 -0.350 -0.01 0.14 -0.05 0.17
H 0.398 -2.431 -0.660 0.76 -0.49 -0.51 0.19
H 1.095 -0.774 -2.570 -0.32 -0.04 -0.32 0.46
H 2.018 0.844 -1.409 0.44 0.94 0.06 0.22
H 2.015 0.505 0.401 0.00 -0.06 -0.34 0.23
H -0.190 1.960 -0.987 -0.68 0.68 -0.86 0.24
H 0.086 1.823 1.731 0.65 0.04 0.84 0.20
H -2.004 0.664 2.415 0.26 0.46 -0.54 0.21
H -2.310 0.090 0.662 1.44 1.07 0.96 0.21
O 0.307 -1.469 1.132 0.80 -1.86 -0.48 -0.73
O 0.236 -0.433 -2.284 0.43 0.36 -1.15 -0.70

(5)
18
Properties=species:S:1:pos:R:3:forces:R:3:nbo_charge:R:1 method="wB97M-V/def2-TZVPD" total_charge=0 gap_ev=8.60 lumo_ev=0.71
C 0.990 0.529 -0.398 0.41 -3.00 1.27 -0.44
C 1.521 1.555 0.586 -0.30 0.05 0.21 -0.64
C -0.219 -1.779 -0.957 -0.35 -0.41 0.23 -0.63
C -1.241 1.170 -0.135 -2.40 0.42 1.60 0.63
C -1.354 -0.012 0.497 0.22 0.64 -0.36 -0.04
C -0.215 -0.877 0.256 1.95 2.47 -1.73 -0.14
O -2.392 -0.344 1.344 -0.17 0.09 -0.28 -0.67
O -1.390 2.324 -0.329 0.65 -0.74 -0.45 -0.48
H -2.693 -1.239 1.144 -0.08 0.13 -0.11 0.47
H 0.814 0.902 -1.406 -0.67 -0.10 0.10 0.22
H 1.740 -0.250 -0.529 0.37 0.21 -0.15 0.21
H 0.125 -1.391 1.163 0.45 0.40 -0.11 0.21
H 1.486 1.179 1.611 0.04 -0.04 -0.07 0.21
H 0.963 2.488 0.571 -0.08 0.02 -0.03 0.22
H 2.561 1.797 0.358 -0.04 -0.06 -0.04 0.22
H -0.487 -1.226 -1.856 -0.05 0.03 0.03 0.22
H -0.959 -2.573 -0.810 0.04 -0.09 -0.15 0.21
H 0.751 -2.252 -1.111 -0.01 -0.02 0.04 0.21

(6)
18
Properties=species:S:1:pos:R:3:forces:R:3:nbo_charge:R:1 method="wB97M-V/def2-TZVPD" smiles=O[C@]12CCC[C@@H]1OC2 total_charge=0 gap_ev=10.55 lumo_ev=0.81
C -0.550 -0.545 -0.060 1.76 0.70 1.45 0.21
C 0.834 -0.843 -0.725 -1.56 -2.64 -1.85 -0.44
C 1.706 0.244 0.024 -0.66 2.49 -2.99 -0.40
C 0.591 1.380 0.553 0.42 -0.31 2.36 -0.42
C -0.741 0.998 -0.181 4.15 -2.50 0.16 0.07
C -2.090 -0.554 -0.178 1.41 2.71 -1.66 -0.08
H 0.040 -1.818 1.362 0.22 -1.23 -0.06 0.46
H 0.895 -2.080 -0.627 1.01 3.26 0.08 0.21
H 0.840 -0.680 -1.873 -0.15 -0.15 1.87 0.22
H 2.492 -0.120 0.622 -0.06 -0.68 1.99 0.23
H 2.453 0.834 -0.668 -1.87 -1.08 0.27 0.20
H 0.419 1.140 1.677 0.42 0.91 -1.92 0.25
H 0.972 2.423 0.415 -0.35 -0.96 0.07 0.21
H -0.594 1.232 -1.242 -0.49 0.29 -0.13 0.15
H -2.412 -0.519 -1.240 -0.18 -0.72 0.71 0.19
H -2.628 -1.104 0.530 -0.92 -0.99 0.68 0.21
O -0.159 -0.899 1.392 -1.87 1.56 -1.63 -0.75
O -2.067 0.912 0.218 -1.28 -0.68 0.59 -0.52

(7)
18
Properties=species:S:1:pos:R:3:forces:R:3:nbo_charge:R:1 method="wB97M-V/def2-TZVPD" total_charge=0 gap_ev=8.28 lumo_ev=0.67
C -1.482 -0.295 -1.380 1.14 0.03 -0.54 0.12
C 1.077 -1.175 0.473 -0.08 0.24 -0.02 -0.61
C 1.378 1.351 0.542 -0.12 -0.14 -0.05 -0.61
C 0.494 0.185 0.166 -1.63 0.26 1.23 -0.14
C -1.244 0.415 0.782 3.19 0.42 1.60 0.42
C -0.368 0.408 -0.974 -1.39 -0.36 -1.07 -0.26
O -1.742 -1.628 -1.238 0.03 -0.13 0.08 -0.68
O -1.678 1.456 1.194 -0.07 -0.24 -0.48 -0.58
H -0.963 -2.092 -0.908 -0.09 0.11 -0.06 0.48
H -2.179 0.179 -2.057 -0.09 -0.02 0.07 0.20
H -1.464 -0.599 1.133 -0.69 -0.06 -0.85 0.16
H -0.360 1.427 -1.339 -0.20 0.06 0.02 0.24
H 1.478 -1.191 1.488 0.01 -0.03 -0.02 0.22
H 1.893 -1.407 -0.218 -0.02 -0.04 0.02 0.22
H 0.348 -1.983 0.406 -0.03 -0.08 0.06 0.18
H 0.842 2.295 0.448 -0.07 -0.01 0.03 0.23
H 2.263 1.402 -0.098 0.06 -0.01 0.01 0.21
H 1.706 1.254 1.579 0.04 0.02 -0.04 0.22

(8)
18
Properties=species:S:1:pos:R:3:forces:R:3:nbo_charge:R:1 method="wB97M-V/def2-TZVPD" smiles=O[C@]12CCC[C@]1(O)C2 total_charge=0 gap_ev=8.45 lumo_ev=0.80
C -0.794 0.234 0.464 0.81 -0.91 0.94 0.19
C -0.586 1.239 -0.630 0.68 -0.89 -0.40 -0.42
C 0.152 0.288 -1.728 -0.55 -0.24 0.53 -0.42
C 0.757 -0.934 -0.856 0.39 0.23 -0.17 -0.44
C 0.693 -0.405 0.548 -1.05 0.84 0.16 0.20
C -0.218 -0.331 1.761 1.78 2.54 -0.43 -0.41
H -2.200 -1.110 0.698 0.16 0.25 -0.36 0.48
H 0.077 2.035 -0.341 -0.01 0.33 0.08 0.23
H -1.544 1.601 -0.965 -0.19 0.29 -0.34 0.22
H 0.896 0.845 -2.340 -0.47 -0.43 0.42 0.21
H -0.627 -0.148 -2.389 0.61 0.41 0.20 0.22
H 1.796 -1.191 -1.077 0.02 0.11 -0.35 0.21
H 0.188 -1.845 -0.978 -0.21 0.02 -0.13 0.24
H 2.274 0.666 -0.060 -1.07 -0.15 1.11 0.48
H -0.791 -1.096 2.207 -0.37 -0.99 0.26 0.22
H 0.290 0.340 2.513 -0.81 -0.74 -0.89 0.26
O -1.698 -0.736 -0.040 -0.46 -0.25 0.17 -0.73
O 1.650 0.656 0.713 0.74 -0.42 -0.79 -0.74

(9)
19
Properties=species:S:1:pos:R:3:forces:R:3:nbo_charge:R:1 method="wB97M-V/def2-TZVPD" smiles="CCC1=C(SC)OCO1" total_charge=0 gap_ev=8.32 lumo_ev=0.84
C 0.401 1.032 -0.558 -4.87 -0.05 -0.08 0.29
C -0.956 0.697 -0.416 3.07 1.38 0.04 -0.05
C -0.873 2.901 -0.833 0.55 1.17 1.45 0.24
C 1.620 -1.189 -0.659 -2.48 -1.87 -2.14 -0.59
C -2.767 -0.868 1.231 1.36 0.14 0.02 -0.71
C 1.665 0.294 -0.615 0.32 1.06 -1.67 -0.46
O 0.464 2.379 -0.830 0.01 -0.04 -0.49 -0.50
O -1.782 1.839 -0.611 1.03 -0.28 0.27 -0.51
S -1.607 -0.857 -0.294 -1.55 -1.49 0.59 0.24
H -0.871 3.751 -0.081 -0.40 -1.32 0.06 0.14
H -1.112 3.435 -1.727 0.03 -0.23 -1.24 0.16
H 1.064 -1.654 0.196 0.47 0.42 -0.97 0.23
H 2.600 -1.593 -0.704 1.05 -0.30 0.17 0.21
H 1.133 -1.537 -1.721 0.82 0.67 2.73 0.20
H -3.652 -1.509 1.042 0.68 0.47 -0.10 0.23
H -3.020 0.186 1.295 -0.45 -0.09 0.30 0.23
H -2.228 -1.187 2.174 -0.55 0.29 -1.22 0.22
H 2.165 0.674 -1.594 -0.33 -0.37 1.92 0.23
H 2.147 0.602 0.287 1.23 0.44 0.36 0.23

(10)
19
Properties=species:S:1:pos:R:3:forces:R:3:nbo_charge:R:1 method="wB97M-V/def2-TZVPD" total_charge=0 gap_ev=10.14 lumo_ev=0.22
C -0.175 1.127 0.757 -0.13 0.08 0.29 0.46
C -0.699 1.876 1.986 0.19 -0.14 -0.55 -0.63
C 0.957 -2.325 -1.808 0.20 0.11 -0.17 -0.71
C 0.335 -1.012 -1.416 0.06 -0.33 0.07 0.58
C -0.929 -0.186 0.582 0.25 -0.06 0.06 -0.11
C -0.685 -1.107 -0.347 -0.22 0.31 0.09 -0.31
O 1.191 0.787 0.929 0.25 -0.06 -0.02 -0.74
O -0.341 1.961 -0.343 0.00 0.35 -0.21 -0.74
O 0.666 0.027 -1.948 0.02 0.12 -0.14 -0.57
H 1.718 1.528 0.600 -0.20 -0.04 0.11 0.48
H -0.025 1.480 -1.136 -0.09 -0.09 0.21 0.50
H -1.688 -0.385 1.330 -0.09 -0.04 -0.08 0.21
H -1.258 -2.023 -0.342 -0.07 -0.14 0.07 0.21
H -1.749 2.110 1.844 -0.19 0.04 0.04 0.22
H -0.568 1.264 2.869 0.02 -0.11 0.19 0.21
H -0.146 2.802 2.101 0.09 0.11 0.02 0.22
H 1.368 -2.263 -2.813 -0.03 0.00 0.00 0.24
H 1.784 -2.517 -1.118 -0.07 -0.04 0.04 0.25
H 0.247 -3.144 -1.727 0.01 -0.07 -0.01 0.22

(11)
21
Properties=species:S:1:pos:R:3:forces:R:3:nbo_charge:R:1 method="wB97M-V/def2-TZVPD" total_charge=0 gap_ev=9.38 lumo_ev=0.37
C 0.908 -0.188 0.100 0.29 -0.40 1.42 0.53
C 1.163 1.424 -0.138 -1.22 -2.88 -1.39 0.55
C -0.461 -0.945 -0.125 0.85 2.90 -0.15 -0.31
C 1.919 1.976 0.968 0.42 3.64 1.53 -0.76
C -0.512 -0.803 -1.626 0.15 -3.09 -1.21 -0.64
C -0.460 -2.230 0.608 0.79 -1.11 2.32 -0.66
O 1.823 -0.890 0.459 0.28 1.01 -0.25 -0.55
O -1.005 1.005 1.626 1.33 1.46 1.54 -0.98
O 0.681 1.884 -1.147 0.78 0.58 0.93 -0.53
S -2.337 1.431 -0.847 -0.87 0.64 -0.26 -0.20
S -1.762 0.174 0.726 -1.36 -2.33 -1.59 1.17
H 2.598 1.314 1.483 0.35 -0.38 -0.49 0.27
H 1.123 2.113 1.742 0.33 0.05 -0.45 0.29
H 2.386 3.057 0.831 -0.95 -2.38 -0.10 0.24
H -0.730 0.192 -1.824 -0.35 1.49 -0.72 0.26
H -1.275 -1.466 -2.179 1.30 0.76 0.86 0.22
H 0.537 -0.924 -2.009 -1.07 -0.51 -0.10 0.23
H 0.526 -2.712 0.792 -0.34 0.48 -1.16 0.27
H -1.133 -2.970 0.230 -0.53 -0.31 -0.34 0.23
H -0.670 -2.091 1.703 -0.53 0.26 -0.85 0.23
H -3.320 0.648 -1.372 0.34 0.11 0.47 0.15

(12)
20
Properties=species:S:1:pos:R:3:forces:R:3:nbo_charge:R:1 method="wB97M-V/def2-TZVPD" smiles="C=C(O)C(C)=O.CC(=O)O" total_charge=0 gap_ev=9.87 lumo_ev=0.65
C 0.634 -1.271 -2.215 -0.11 0.04 -0.14 -0.75
C 1.361 0.031 -2.293 0.00 -0.02 0.19 0.82
O 1.211 0.633 -3.474 0.00 0.10 -0.54 -0.67
O 2.010 0.535 -1.404 0.22 0.07 0.12 -0.65
H 1.735 1.449 -3.505 -0.08 -0.10 0.28 0.50
H -0.281 -1.128 -1.641 -0.05 0.04 0.13 0.29
H 1.234 -2.006 -1.693 0.09 -0.03 0.09 0.25
H 0.376 -1.619 -3.208 0.00 -0.06 -0.10 0.23
C -2.140 -0.050 2.526 -0.16 0.57 -0.15 -0.71
C 0.214 0.077 1.439 -2.45 1.21 -2.19 0.22
C -1.310 -0.207 1.277 0.87 -2.48 0.90 0.56
C 0.245 1.421 1.387 1.57 0.24 0.94 -0.47
O 1.054 -0.756 0.817 0.32 -0.20 0.44 -0.68
O -1.728 -0.735 0.266 0.25 0.70 0.44 -0.56
H 1.733 -0.259 0.316 -0.24 -0.04 -0.02 0.51
H -1.732 0.729 3.173 -0.14 -0.12 0.01 0.22
H -2.106 -1.002 3.071 0.12 0.15 -0.20 0.25
H -3.175 0.159 2.266 -0.07 0.02 0.05 0.23
H -0.434 2.066 1.917 -0.48 -0.24 -0.10 0.21
H 1.099 1.934 0.979 0.35 0.15 -0.14 0.20

In order of appearance, energy relative to the best compared isomer or geometry (same formula, charge and spin) = 126.4, 344.9, 322.5, 299.3, 351.1, 429.0, 300.9, 339.2, 139.0, 60.7, 127.5, 107.5 kJ/mol.